1.
24
Properties=species:S:1:pos:R:3:forces:R:3 method="wB97M-V/def2-TZVPD" e_tot_ev=-34592.3310 homo_lumo_gap_ha=0.15029 charge=+3 lumo_ev=-18.884
S 0.570 2.425 0.272 -1.28 3.52 1.96
Al -1.278 -2.528 0.312 0.29 -0.63 -0.19
F 1.295 2.608 -1.040 0.29 -0.68 -0.25
O 0.812 -0.147 0.726 -1.36 -0.05 -0.68
O 1.371 2.577 1.405 1.24 -1.12 -0.29
O -0.648 3.141 0.226 -0.59 -0.75 -0.92
N -0.066 0.790 0.261 2.49 -0.44 -1.36
N -2.349 -1.356 -1.553 0.69 -0.65 0.69
C -2.668 -0.215 0.639 -0.26 -0.81 -0.55
C 2.769 -1.490 0.350 -0.01 0.16 0.69
C -1.955 -0.476 -0.695 -0.47 1.06 0.51
C 2.156 -0.045 0.261 1.11 -0.72 0.16
C -0.748 0.393 -1.014 -1.73 -0.86 0.21
H -1.161 1.292 -1.494 0.10 0.30 0.33
H -3.442 -0.987 0.781 -0.19 0.23 0.01
H 2.750 0.545 1.003 -0.01 -0.04 -0.09
H 2.694 -1.859 1.370 -0.06 -0.21 0.00
H 3.835 -1.391 0.135 0.02 0.19 -0.15
H -2.009 -0.288 1.512 0.13 0.54 0.02
H 2.282 -2.139 -0.383 -0.14 0.08 -0.03
H -3.191 -1.841 -1.207 -0.34 0.18 -0.57
H -0.067 -0.090 -1.723 0.29 -0.04 0.22
H 2.232 0.329 -0.761 -0.35 0.59 0.13
H -3.185 0.751 0.617 0.15 0.16 0.16



2.
22
Properties=species:S:1:pos:R:3:forces:R:3 method="wB97M-V/def2-TZVPD" relative_energy_kcal_mol=0.0 s2=3.761 e_tot_ev=-22678.5122 spin_multiplicity=4 homo_lumo_gap_ha="0.23071 / 0.29805" charge=+1 lumo_ev="-2.786 / -5.846"
Au -1.044 -0.076 0.619 -1.58 0.21 0.52
Mg -3.790 0.682 0.645 -1.27 1.23 -0.42
O 0.400 0.791 -0.541 1.84 0.94 -0.61
O 0.484 -1.350 0.953 1.53 -1.72 0.27
O -2.180 1.260 -0.404 -1.76 0.38 -0.26
O -2.776 -0.838 1.241 -0.06 -1.32 0.84
C -0.158 1.557 -1.609 -0.31 0.37 -1.03
C 1.711 -0.922 0.367 0.71 0.10 -0.02
C 1.369 -0.180 -0.902 0.39 -0.74 -0.86
C -1.428 2.211 -1.081 0.73 1.03 -0.23
C 0.627 -2.184 2.094 0.11 -0.54 0.84
H 0.578 2.296 -1.960 -0.19 -0.21 0.16
H 1.170 -3.099 1.822 -0.14 0.26 0.04
H 2.270 0.296 -1.316 -0.25 -0.05 0.12
H 0.944 -0.871 -1.681 0.28 0.56 0.67
H 1.167 -1.645 2.886 -0.13 -0.16 -0.19
H -0.407 0.870 -2.435 0.09 0.13 0.23
H -1.965 2.647 -1.943 0.02 -0.29 0.35
H -1.164 3.052 -0.412 -0.06 -0.28 -0.18
H 2.233 -0.266 1.082 -0.07 -0.16 -0.19
H 2.341 -1.794 0.139 -0.17 0.20 0.09
H -0.382 -2.438 2.435 0.28 0.05 -0.10



3.
19
Properties=species:S:1:pos:R:3:forces:R:3 method="wB97M-V/def2-TZVPD" relative_energy_kcal_mol=0.0 smiles=C[C@@H]1COB(O)[C@H]1C e_tot_ev=-10136.4259 homo_lumo_gap_ha=0.40889 lumo_ev=0.736
O 0.690 -0.667 -1.366 -0.10 -0.09 -1.06
O -0.010 1.368 -2.336 -0.55 0.61 0.25
C 0.305 -0.362 0.925 0.74 1.14 -0.41
C 0.606 -1.416 -0.171 -0.93 1.51 0.85
C -2.144 0.122 0.174 1.21 -1.14 -3.16
C -0.698 0.673 0.137 0.14 -3.45 -0.09
C 1.703 0.336 1.060 -2.74 1.58 2.25
B -0.037 0.492 -1.305 0.36 0.03 0.67
H 0.016 -0.781 1.917 -0.36 0.24 -0.89
H -0.645 1.599 0.579 0.26 2.31 0.82
H -0.233 -2.066 -0.223 -0.43 -1.21 -0.28
H -2.766 0.490 0.894 -1.05 0.49 2.90
H 2.372 -0.448 1.280 1.40 -0.40 -0.14
H 1.735 1.123 1.899 -0.09 -1.16 -1.20
H 1.733 0.849 0.128 1.43 0.37 -0.64
H -1.994 -0.974 0.150 -0.91 0.42 0.39
H -2.807 0.373 -0.689 1.01 -0.16 -0.15
H 1.550 -1.893 -0.033 0.43 -0.72 0.22
H 0.624 1.180 -3.021 0.21 -0.36 -0.34



4.
19
Properties=species:S:1:pos:R:3:forces:R:3 method="wB97M-V/def2-TZVPD" relative_energy_kcal_mol=19.8 s2=2.010 e_tot_ev=-10130.7038 spin_multiplicity=3 homo_lumo_gap_ha="0.26346 / 0.23951" lumo_ev="0.790 / -3.378"
O 1.694 1.458 0.901 0.09 0.60 0.77
O 2.310 -0.558 -0.413 2.77 6.06 -1.51
C -0.455 0.997 -1.237 -1.49 2.98 3.38
C -0.042 -1.278 -0.341 1.02 -3.41 1.88
C -1.331 0.399 1.099 2.83 -0.53 -0.14
C 1.495 -1.220 0.378 -5.47 1.12 1.14
C -0.569 -0.004 -0.141 -1.71 2.74 -1.18
B 2.359 0.988 -0.118 -0.68 -5.70 -0.57
H -2.216 0.950 1.063 -1.45 1.23 -0.95
H -1.601 -0.505 1.556 -0.33 -1.31 1.12
H 3.007 1.546 -0.836 1.12 1.36 -1.11
H -0.665 0.954 1.794 -0.22 -0.20 -0.13
H -0.763 -2.029 0.238 1.87 0.84 -1.22
H -0.036 1.976 -0.678 -0.50 -1.67 -1.84
H -1.530 1.288 -1.320 0.57 0.21 -0.94
H 1.757 -2.195 0.478 1.23 -2.87 0.77
H 1.312 -0.613 1.295 0.12 -1.31 0.11
H 0.127 -1.569 -1.407 -0.22 0.11 0.88
H 0.000 0.755 -2.168 0.44 -0.25 -0.47



5.
24
Properties=species:S:1:pos:R:3:forces:R:3 method="wB97M-V/def2-TZVPD" relative_energy_kcal_mol=38.5 e_tot_ev=-300815.5182 homo_lumo_gap_ha=0.19754 charge=+2 lumo_ev=-9.193
Br 18.317 -31.843 -15.042 0.36 0.39 -0.13
Br 21.008 -28.080 -14.686 0.08 0.42 -0.11
Br 19.292 -32.602 -20.450 0.73 -0.26 -0.16
Br 15.602 -33.204 -17.778 -0.12 0.00 -0.44
Na 15.489 -26.261 -18.608 0.93 0.41 0.35
Na 15.631 -28.728 -20.596 0.83 -0.57 -0.09
Na 15.136 -29.150 -17.025 1.01 -0.64 0.26
O 16.934 -28.290 -18.418 -2.64 0.66 -0.38
C 19.344 -30.206 -15.471 -0.71 0.77 0.92
C 17.951 -32.349 -19.105 -0.77 -0.09 -0.71
C 19.811 -29.483 -14.191 0.08 -1.61 -0.01
C 17.158 -33.640 -18.890 1.10 -0.14 1.06
C 18.323 -28.248 -18.718 0.11 -0.71 -0.51
H 19.022 -29.107 -13.538 -0.09 0.10 -0.44
H 18.517 -27.902 -19.733 0.02 0.65 -0.06
H 20.371 -30.205 -13.596 0.16 0.20 0.02
H 18.922 -27.690 -17.998 -0.17 0.16 0.01
H 18.589 -29.574 -15.939 0.36 -0.06 -0.45
H 17.363 -31.578 -19.603 -0.43 -0.05 0.48
H 20.184 -30.438 -16.126 -0.26 -0.14 0.10
H 18.730 -29.258 -18.781 0.01 -0.29 0.45
H 16.964 -34.299 -19.736 -0.68 0.83 -0.33
H 17.733 -34.311 -18.252 0.10 0.24 0.23
H 18.382 -31.945 -18.189 -0.01 -0.28 -0.07



6.
18
Properties=species:S:1:pos:R:3:forces:R:3 method="wB97M-V/def2-TZVPD" relative_energy_kcal_mol=73.9 e_tot_ev=-76886.2981 homo_lumo_gap_ha=0.37558 charge=+1 lumo_ev=-3.351
Br -2.385 -0.298 0.210 0.30 0.30 0.21
N -0.303 1.245 -0.632 2.69 1.84 -0.96
C -0.626 2.658 -0.276 -3.79 0.26 -0.04
C 1.233 -1.786 1.275 0.23 -0.60 0.27
C -0.512 0.215 0.383 0.31 -4.99 -1.75
C 0.269 -2.028 -1.120 1.09 -1.31 1.33
C 0.456 -1.412 0.051 -1.80 3.73 -0.62
H -0.450 -1.943 -1.944 0.32 0.65 0.59
H 1.956 -1.027 1.722 -0.56 -0.90 -1.25
H 0.901 -2.956 -1.164 -0.71 0.81 -0.28
H 0.470 -1.837 2.104 0.73 -0.73 -0.71
H -0.151 2.993 0.605 0.92 -0.04 0.78
H 0.691 1.509 -0.863 -0.37 -1.87 0.37
H -0.682 0.901 -1.533 -0.21 0.44 0.56
H 1.732 -2.800 0.990 -0.75 1.78 1.19
H -0.573 3.358 -1.072 1.29 0.21 -1.15
H -1.702 2.786 -0.134 -0.11 -0.66 0.63
H -0.322 0.421 1.398 0.42 1.08 0.85



7.
23
Properties=species:S:1:pos:R:3:forces:R:3 method="wB97M-V/def2-TZVPD" relative_energy_kcal_mol=0.0 s2=2.006 e_tot_ev=-97121.2126 spin_multiplicity=3 homo_lumo_gap_ha="0.22766 / 0.28208" lumo_ev="0.637 / -1.651"
Br 2.419 1.446 0.533 0.10 -0.29 -0.26
Si -1.278 0.143 -0.548 0.22 0.61 2.69
Si 1.506 -0.445 -0.364 0.51 -0.85 0.37
N -1.159 1.901 -0.576 0.92 -1.60 -1.01
N 2.064 -1.992 0.214 -3.64 1.17 -0.17
N -2.702 0.227 0.493 -0.61 -1.42 -0.76
N 0.006 -0.579 0.631 -0.18 4.83 -5.23
C 1.116 -2.610 1.174 0.32 -1.28 1.23
C -2.221 2.526 0.092 -2.06 0.97 -0.13
C -3.096 1.410 0.635 0.80 0.51 1.05
C 1.892 -0.140 -2.309 -0.23 1.10 4.01
C -0.041 -1.694 1.315 -1.18 -3.86 2.16
H -1.810 3.124 0.928 -0.63 0.01 -0.21
H 1.703 0.885 -2.495 0.13 1.43 0.20
H 1.547 -2.770 2.279 -0.35 0.07 -2.35
H 0.775 -3.641 0.765 0.61 1.33 0.80
H 1.349 -0.556 -3.059 -1.40 -2.29 -1.84
H -0.865 -1.968 2.011 0.58 0.50 -0.80
H -0.360 2.479 -0.565 1.15 0.20 -0.48
H 2.946 -2.231 0.438 3.66 -0.81 0.37
H -2.849 3.166 -0.613 0.67 -0.30 0.98
H -3.888 1.608 1.357 -0.32 0.33 -0.30
H 2.944 -0.290 -2.337 0.92 -0.35 -0.31



8.
18
Properties=species:S:1:pos:R:3:forces:R:3 method="wB97M-V/def2-TZVPD" relative_energy_kcal_mol=25.0 smiles="CC(=O)C(C)C.Br" e_tot_ev=-77452.3501 homo_lumo_gap_ha=0.38480 lumo_ev=0.796
Br -2.769 -1.683 4.475 -0.81 -2.45 2.34
O -1.144 0.179 1.085 0.87 0.38 -0.94
C -1.392 1.095 -1.093 0.97 0.62 -1.27
C 0.966 -0.625 -1.551 -2.99 -2.71 -1.88
C 0.874 0.193 -0.349 -0.45 4.49 0.83
C 1.691 -0.201 0.829 1.11 0.37 -1.29
C -0.621 0.493 0.024 0.64 -0.75 0.76
H -0.772 1.921 -1.637 -1.26 -1.57 0.89
H 1.277 1.292 -0.558 -0.79 -1.80 0.05
H 1.940 -1.074 -1.775 -0.27 0.26 0.10
H -1.509 0.205 -1.763 -0.32 1.03 0.10
H 1.338 0.440 1.600 0.61 0.66 1.02
H -2.464 -0.752 3.595 0.85 2.47 -2.41
H 0.462 -0.205 -2.486 1.22 -0.16 1.18
H 1.533 -1.182 1.161 -0.22 -1.62 0.32
H -2.341 1.456 -0.723 -0.25 0.09 -0.19
H 2.748 -0.083 0.466 -0.72 0.01 1.12
H 0.183 -1.469 -1.300 1.80 0.69 -0.71



9.
20
Properties=species:S:1:pos:R:3:forces:R:3 method="wB97M-V/def2-TZVPD" relative_energy_kcal_mol=11.3 smiles="CCN(CC)C(=O)Cl.Cl" e_tot_ev=-33945.8242 homo_lumo_gap_ha=0.38983 lumo_ev=0.679
Cl -0.270 2.881 -0.006 0.75 0.18 0.09
Cl 4.947 -0.021 0.797 -1.67 0.79 -0.95
O 1.790 1.225 -0.424 0.14 1.17 0.35
N -0.213 0.278 -0.105 0.58 0.88 -0.64
C -2.655 0.839 -0.797 0.12 -1.77 -0.57
C -1.614 0.398 0.262 -1.16 -1.88 -1.74
C 1.032 -1.637 0.873 -0.02 -1.77 0.73
C 0.618 1.342 -0.176 -0.43 -1.26 -0.51
C 0.452 -1.028 -0.403 0.60 1.84 0.65
H 3.853 0.519 0.181 1.49 -0.73 0.91
H -2.910 0.039 -1.518 0.01 -0.29 0.72
H 0.767 -1.148 1.814 0.09 0.80 -0.43
H -1.741 1.048 1.080 0.03 0.21 1.38
H -1.935 -0.642 0.386 0.21 0.22 1.23
H -2.238 1.494 -1.483 0.58 2.17 -0.86
H 1.237 -0.817 -1.160 -0.43 -0.14 0.70
H 0.619 -2.652 1.144 0.53 0.62 -0.93
H -3.597 1.171 -0.369 0.21 0.27 0.17
H -0.274 -1.577 -0.919 -1.16 -1.31 -0.37
H 2.131 -1.711 0.823 -0.49 0.00 0.08



10.
27
Properties=species:S:1:pos:R:3:forces:R:3 method="wB97M-V/def2-TZVPD" relative_energy_kcal_mol=0.8 smiles="C[N+](=O)[O-].ClCCl.ClCCl.ClCCl.ClCCl" e_tot_ev=-111125.1381 homo_lumo_gap_ha=0.38133 lumo_ev=-0.345
Cl 6.231 -12.830 20.693 0.02 0.04 -0.10
Cl 9.393 -17.548 20.875 0.07 0.06 0.00
Cl 0.740 -22.680 20.912 0.11 -0.15 -0.06
Cl 6.992 -16.098 21.784 0.17 -0.19 0.05
Cl -0.583 -21.057 22.946 -0.04 0.05 0.03
Cl -1.175 -21.785 17.864 -0.23 0.03 0.03
Cl 4.864 -14.963 19.180 0.04 0.02 -0.16
Cl 0.768 -23.496 16.496 0.02 -0.14 -0.05
O 2.660 -20.035 19.511 -0.04 0.14 -0.12
O 1.553 -18.941 18.018 0.08 -0.04 0.08
N 2.527 -19.120 18.720 0.03 -0.12 0.05
C 0.495 -21.972 17.340 0.19 0.12 0.01
C 4.694 -13.473 20.122 -0.13 0.12 0.24
C 7.772 -16.997 20.462 -0.21 0.08 0.29
C 0.027 -21.119 21.287 -0.10 0.33 -0.09
C 3.658 -18.162 18.577 0.06 -0.19 -0.11
H 4.215 -12.728 19.500 0.04 -0.01 -0.10
H 3.240 -17.223 18.239 0.07 0.08 0.06
H 0.731 -21.162 16.663 -0.02 0.04 -0.02
H 7.169 -17.875 20.274 -0.04 0.00 -0.12
H 4.328 -18.578 17.827 -0.09 -0.01 -0.08
H -0.792 -20.932 20.601 -0.09 -0.16 0.05
H 4.079 -13.697 20.985 0.02 -0.05 0.02
H 7.820 -16.330 19.612 0.05 -0.04 -0.10
H 1.126 -21.942 18.219 0.03 -0.03 0.03
H 0.773 -20.344 21.161 0.14 -0.11 0.09
H 4.186 -18.108 19.521 -0.13 0.10 0.10



11.
21
Properties=species:S:1:pos:R:3:forces:R:3 method="wB97M-V/def2-TZVPD" s2=30.174 e_tot_ev=-141673.5725 spin_multiplicity=11 homo_lumo_gap_ha="0.25151 / 0.19652" charge=-1 lumo_ev="2.633 / 0.269"
Eu 0.141 0.313 1.413 1.51 0.64 0.15
Se 1.877 1.140 6.408 0.19 0.09 0.70
Co 0.603 0.070 -1.822 0.31 -0.57 -1.56
Cl 1.117 1.889 -0.715 0.21 0.69 0.34
N 1.080 0.817 3.583 0.86 0.49 3.04
C 2.107 -0.840 -2.817 -0.59 0.31 0.08
C -2.140 1.304 1.279 -3.23 1.63 0.24
C 1.401 0.950 4.731 -0.96 -0.40 -3.49
C -0.561 -1.865 1.929 -0.78 -1.74 0.47
C -0.823 -0.084 -3.191 0.56 0.06 -0.02
H -2.537 0.944 2.246 0.68 -0.24 -0.42
H 2.644 -1.481 -2.086 -0.20 0.19 -0.38
H 2.786 -0.023 -3.154 -0.40 -0.53 0.17
H -0.944 0.941 -3.614 0.01 -0.61 0.19
H -1.763 -0.381 -2.690 0.18 0.01 -0.24
H 0.166 -2.578 2.403 -0.61 0.27 -0.25
H -0.565 -0.791 -4.004 -0.35 0.33 0.38
H -1.596 -2.291 2.057 0.83 0.04 -0.04
H -1.978 2.401 1.305 0.53 -0.75 -0.18
H -2.777 0.999 0.427 0.90 -0.15 0.31
H 1.761 -1.434 -3.689 0.34 0.26 0.53



12.
20
Properties=species:S:1:pos:R:3:forces:R:3 method="wB97M-V/def2-TZVPD" relative_energy_kcal_mol=20.9 s2=0.767 e_tot_ev=-47733.3305 spin_multiplicity=2 homo_lumo_gap_ha="0.28199 / 0.28541" lumo_ev="-0.922 / -0.897"
Pb 0.423 0.516 -1.440 -0.33 -1.47 0.40
Ti 0.307 -1.044 1.487 -2.07 -0.44 1.88
Cl -0.257 1.118 1.000 -0.23 1.37 -0.23
N 1.902 0.210 4.259 -0.13 0.12 0.12
C -1.838 -1.391 2.270 1.47 0.60 -2.30
C 1.139 -0.154 3.468 0.29 -0.94 -1.16
C 2.304 1.721 -1.496 -1.13 -1.21 -0.85
C 0.581 -1.708 -0.671 -0.09 1.86 1.33
C -1.620 0.996 -2.226 1.63 -0.28 -0.52
H 1.639 -2.037 -0.651 -0.78 -0.34 -0.81
H -2.112 0.232 -1.595 -0.46 0.92 -0.63
H -0.301 -2.324 -0.963 1.20 0.26 -0.24
H 2.548 1.449 -2.567 0.45 0.78 1.37
H -2.045 -1.589 1.104 -0.05 -0.27 2.25
H 2.019 2.779 -1.292 0.72 -1.04 -0.03
H -1.765 2.096 -2.064 -0.31 -1.37 -0.16
H 2.773 1.059 -0.734 0.43 1.33 -0.60
H -1.984 -2.285 2.999 -0.23 1.93 -1.44
H -1.432 0.674 -3.291 -0.96 0.53 1.07
H -2.281 -0.319 2.401 0.59 -2.34 0.54



| no. | strongest force on any atom (eV/A) |
| --- | --- |
| 1 | 4.2 |
| 2 | 2.3 |
| 3 | 3.9 |
| 4 | 6.8 |
| 5 | 2.7 |
| 6 | 5.3 |
| 7 | 7.1 |
| 8 | 4.6 |
| 9 | 2.8 |
| 10 | 0.4 |
| 11 | 3.6 |
| 12 | 2.8 |